Record 1
Formula: C13H17CdN3O4S
Source: OMol25
Level of theory: the ωB97M-V functional and the def2-TZVPD basis

* lowest unoccupied orbital energy: 0.34 eV
* spin multiplicity: 1
* E: -1536.63001 Eh
* Kohn-Sham gap: 9.377 eV

Element x y z (Å)
1 Cd -0.58 -0.90 1.47
2 C 2.00 1.59 1.91
3 C 0.98 2.38 2.39
4 C 0.13 1.88 3.35
5 C 0.32 0.62 3.92
6 C 1.33 -0.22 3.39
7 C 2.14 0.30 2.40
8 H 2.71 1.94 1.18
9 H 0.85 3.38 1.92
10 H -0.69 2.43 3.79
11 H -0.34 0.29 4.68
12 H 1.52 -1.15 3.84
13 H 2.89 -0.37 1.97
14 S 0.04 -3.25 1.80
15 C 0.70 -3.56 0.29
16 N 1.20 -3.84 -0.73
17 O -2.40 -0.76 2.72
18 N -2.87 0.30 2.27
19 O -3.92 0.74 2.61
20 O -2.08 0.84 1.41
21 O 0.67 -0.11 -0.31
22 C 0.51 -0.83 -1.29
23 C 1.47 -0.84 -2.40
24 C 1.04 0.34 -3.37
25 C -0.50 0.40 -3.69
26 C -1.36 0.78 -2.46
27 C -1.78 -0.35 -1.58
28 N -0.69 -1.38 -1.54
29 H 1.41 -1.77 -2.97
30 H 2.55 -0.64 -2.11
31 H 1.64 0.24 -4.21
32 H 1.24 1.27 -2.91
33 H -0.84 -0.62 -3.95
34 H -0.75 1.12 -4.45
35 H -2.28 1.25 -2.75
36 H -0.84 1.54 -1.83
37 H -2.67 -0.81 -1.97
38 H -2.06 -0.13 -0.54
39 H -0.70 -2.09 -2.25

In elementary charge units, the Löwdin charges are: Cd 1.3223; C -0.0988; C -0.0829; C -0.1092; C -0.1066; C -0.1661; C -0.1377; H 0.1065; H 0.1220; H 0.1134; H 0.0970; H 0.0835; H 0.1161; S 0.4617; C -0.9250; N 0.0499; O -0.1407; N -0.5891; O 0.0971; O -0.1608; O -0.0285; C -0.5761; C -0.0788; C -0.1287; C -0.1455; C -0.1906; C -0.1633; N 0.0513; H 0.1156; H 0.1431; H 0.0799; H 0.0940; H 0.1142; H 0.1069; H 0.1080; H 0.1250; H 0.1169; H 0.0750; H 0.1289

=====

Record 2
Formula: C13H17F5MgN2OTe
Source: OMol25
Level of theory: the ωB97M-V functional and the def2-TZVPD basis

* lowest unoccupied orbital energy (spin up / spin down): -4.09 / -4.09 eV
* spin multiplicity: 1
* E: -1657.55739 Eh
* Kohn-Sham gap (spin up / spin down): 4.243 / 4.248 eV

Element x y z (Å)
1 C -3.11 -0.26 1.47
2 C -2.06 0.66 -2.36
3 H -2.97 -1.34 1.54
4 H -4.17 -0.01 1.30
5 H -2.64 0.21 2.34
6 H -1.48 0.03 -3.04
7 H -3.09 0.23 -2.39
8 H -2.07 1.65 -2.74
9 C -0.37 -2.65 0.07
10 C 0.56 -3.70 0.15
11 C 1.85 -3.48 -0.33
12 C 2.17 -2.22 -0.82
13 H -1.35 -2.74 0.54
14 H 0.25 -4.65 0.59
15 H 2.61 -4.27 -0.31
16 H 3.18 -1.97 -1.15
17 N -0.12 -1.52 -0.58
18 C 1.16 -1.23 -0.92
19 C 1.45 0.15 -1.38
20 N 0.47 1.06 -1.27
21 C 0.72 2.32 -1.65
22 C 2.93 1.77 -2.42
23 C 1.91 2.71 -2.30
24 H -0.07 3.03 -1.46
25 H 2.00 3.72 -2.67
26 C 2.72 0.49 -1.92
27 H 3.50 -0.27 -1.93
28 H 3.89 2.02 -2.89
29 Mg -2.05 0.32 -0.23
30 C -1.88 2.54 0.77
31 H -2.38 3.32 0.16
32 H -0.87 2.92 1.06
33 H -2.45 2.40 1.71
34 F 0.90 -0.28 4.95
35 Te 0.22 -0.15 3.20
36 F 1.64 1.09 2.85
37 F -0.96 1.15 4.00
38 F 1.39 -1.63 2.83
39 F -1.06 -1.47 3.73
40 O -0.41 0.04 1.50

In elementary charge units, the Löwdin charges are: C -0.0865; C -0.1459; H 0.0038; H 0.0174; H -0.0230; H 0.0026; H -0.0094; H -0.0349; C -0.1236; C -0.0385; C -0.0520; C 0.0003; H 0.1063; H 0.1071; H 0.1114; H 0.1007; N 0.0773; C -0.1904; C -0.1869; N 0.0735; C -0.1231; C -0.0639; C -0.0457; H 0.0984; H 0.1022; C -0.0023; H 0.0975; H 0.1144; Mg 0.6625; C 0.0905; H 0.0342; H 0.0440; H 0.0193; F -0.3692; Te 1.8444; F -0.3990; F -0.4016; F -0.3903; F -0.3935; O -0.6280

=====

Record 3
Formula: C13H17N
Source: OMol25
Level of theory: the ωB97M-V functional and the def2-TZVPD basis

* SMILES: c1ccc2c(c1)CC[C@H]1NCCC[C@@H]21
* lowest unoccupied orbital energy: 0.89 eV
* spin multiplicity: 1
* E: -560.22896 Eh
* Kohn-Sham gap: 9.597 eV

Element x y z (Å)
1 C -1.71 -1.75 -0.52
2 C -2.09 -0.46 -1.36
3 C -1.45 1.05 0.31
4 C -0.54 2.17 -0.21
5 C 0.77 2.14 0.52
6 C 1.59 0.92 0.18
7 C 2.83 0.92 -0.50
8 C 3.39 -0.35 -0.66
9 C 2.86 -1.50 -0.18
10 C 1.50 -1.51 0.42
11 C 0.90 -0.28 0.50
12 C -0.60 -0.11 1.00
13 C -1.44 -1.46 1.01
14 H -2.56 -2.53 -0.63
15 H -0.75 -2.24 -0.84
16 H -2.80 -0.70 -2.13
17 H -1.03 -0.03 -1.73
18 H -3.34 0.57 -0.12
19 H -2.05 1.39 1.23
20 H -1.01 3.19 -0.15
21 H -0.17 1.89 -1.25
22 H 1.55 3.07 0.49
23 H 0.52 2.08 1.65
24 H 3.14 1.79 -1.01
25 H 4.34 -0.43 -1.07
26 H 3.22 -2.50 -0.42
27 H 0.96 -2.42 0.94
28 H -0.39 0.08 2.09
29 H -2.32 -1.49 1.70
30 H -0.80 -2.24 1.35
31 N -2.51 0.72 -0.60

In elementary charge units, the Löwdin charges are: C -0.1661; C -0.1858; C -0.3372; C -0.1555; C -0.1953; C -0.1947; C -0.0042; C -0.1239; C -0.0703; C -0.0150; C -0.1595; C -0.1829; C -0.1495; H 0.1190; H 0.0954; H 0.0956; H 0.1499; H 0.0792; H 0.1611; H 0.1268; H 0.1363; H 0.1612; H 0.1356; H 0.0957; H 0.0771; H 0.0945; H 0.1383; H 0.1421; H 0.1170; H 0.0523; N -0.0371

=====

Record 4
Formula: C13H17N2
Source: OMol25
Level of theory: the ωB97M-V functional and the def2-TZVPD basis

* total charge: +1
* lowest unoccupied orbital energy (spin up / spin down): -4.12 / -4.45 eV
* spin multiplicity: 1
* E: -614.49432 Eh
* Kohn-Sham gap (spin up / spin down): 6.843 / 6.394 eV

Element x y z (Å)
1 C -2.99 -0.55 0.54
2 C -3.07 0.22 -0.59
3 C -1.94 -0.17 1.46
4 C -1.61 1.13 1.25
5 C -1.11 1.39 -0.01
6 C -2.00 1.01 -1.03
7 C -0.59 -2.22 0.03
8 C 0.36 1.68 -0.31
9 C -0.78 -1.02 2.08
10 C 1.08 0.23 -0.54
11 C 1.19 -0.73 0.60
12 C -1.99 1.65 -2.40
13 C 3.31 0.06 1.47
14 N 0.01 -1.43 0.89
15 N 2.05 -0.63 1.63
16 H -3.57 -1.48 0.80
17 H -3.84 -0.01 -1.17
18 H -0.33 -2.47 -0.95
19 H -1.40 -2.90 0.19
20 H 0.57 2.05 -1.22
21 H 0.83 2.18 0.65
22 H -0.22 -0.39 2.66
23 H -1.26 -1.67 2.81
24 H 0.70 -0.32 -1.40
25 H 2.01 0.35 -0.92
26 H -1.54 2.54 -2.41
27 H -1.65 1.04 -3.10
28 H -2.94 1.85 -2.79
29 H 4.10 -0.29 2.11
30 H 3.68 0.10 0.46
31 H 2.97 1.00 1.81
32 H 2.21 -1.26 2.38

In elementary charge units, the Löwdin charges are: C -0.0495; C -0.0301; C -0.1911; C 0.1620; C -0.2034; C -0.1794; C 0.1334; C -0.0240; C -0.0304; C -0.0695; C -0.1966; C 0.0032; C -0.0339; N -0.0344; N 0.0414; H 0.1382; H 0.0783; H 0.0961; H 0.1068; H 0.0690; H 0.1637; H 0.0855; H 0.1449; H 0.1320; H 0.0678; H 0.0550; H 0.0456; H 0.0821; H 0.0997; H 0.1000; H 0.0863; H 0.1513

=====

Record 5
Formula: C13H17OP
Source: OMol25
Level of theory: the ωB97M-V functional and the def2-TZVPD basis

* SMILES: C[C@@H]1C[P@]2(=O)Cc3ccccc3[C@@]1(C)C2
* lowest unoccupied orbital energy: 0.69 eV
* spin multiplicity: 1
* E: -922.13474 Eh
* Kohn-Sham gap: 9.854 eV

Element x y z (Å)
1 C -0.37 -2.53 2.41
2 C -1.53 -1.83 2.30
3 C 0.73 -2.17 1.68
4 C -1.49 -0.70 1.51
5 C 0.79 -1.02 0.92
6 C -0.38 -0.17 0.85
7 C 2.08 -0.59 0.31
8 C 1.08 0.45 -2.10
9 C 0.89 1.99 0.19
10 C -0.30 0.74 -1.62
11 C -0.43 0.98 -0.16
12 C -1.18 -0.32 -2.17
13 C -1.66 1.84 0.11
14 O 3.57 1.34 -0.89
15 P 2.16 0.93 -0.62
16 H -0.46 -3.46 2.87
17 H -2.24 -2.20 2.95
18 H 1.60 -2.81 1.78
19 H -2.42 -0.13 1.29
20 H 2.89 -0.38 1.22
21 H 2.48 -1.45 -0.34
22 H 1.19 -0.62 -2.15
23 H 1.58 0.89 -3.05
24 H 0.91 3.02 -0.15
25 H 1.07 2.00 1.25
26 H -0.51 1.70 -2.06
27 H -0.95 -0.50 -3.24
28 H -2.13 -0.09 -1.93
29 H -0.89 -1.21 -1.72
30 H -1.62 2.69 -0.50
31 H -1.79 2.28 1.16
32 H -2.67 1.32 -0.12

In elementary charge units, the Löwdin charges are: C -0.0932; C -0.0677; C -0.0478; C -0.0303; C -0.2145; C -0.1057; C -0.2293; C -0.1891; C -0.1127; C -0.4331; C -0.4045; C -0.0326; C -0.0709; O -0.3741; P 0.6777; H 0.0883; H 0.0839; H 0.1142; H 0.1077; H 0.1666; H 0.1335; H 0.0725; H 0.1347; H 0.0902; H 0.0839; H 0.1418; H 0.1105; H 0.0459; H 0.0694; H 0.0569; H 0.1191; H 0.1085

=====

Record 6
Formula: C13H17P
Source: OMol25
Level of theory: the ωB97M-V functional and the def2-TZVPD basis

* SMILES: CC#CP(C)c1c(C)cc(C)cc1C
* lowest unoccupied orbital energy: 0.86 eV
* spin multiplicity: 1
* E: -846.74483 Eh
* Kohn-Sham gap: 9.068 eV

Element x y z (Å)
1 C 3.62 -0.45 0.69
2 C 2.58 0.06 0.36
3 C -2.56 0.70 0.60
4 C -1.59 -1.33 -0.21
5 C -2.68 -0.61 0.24
6 C -1.33 1.35 0.58
7 C -0.35 -0.71 -0.35
8 C -0.21 0.64 0.06
9 C 4.57 -1.40 1.21
10 C -4.11 -1.21 0.32
11 C -1.26 2.73 1.09
12 C 0.65 -1.57 -1.09
13 C 1.67 1.74 -2.01
14 P 1.38 1.51 -0.16
15 H -3.55 1.08 0.97
16 H -1.81 -2.31 -0.50
17 H 4.84 -2.13 0.55
18 H 5.56 -1.09 1.44
19 H 3.98 -1.96 2.12
20 H -4.92 -0.57 0.01
21 H -4.12 -2.06 -0.20
22 H -4.50 -1.49 1.40
23 H -1.53 2.62 2.08
24 H -0.36 3.13 0.83
25 H -2.01 3.29 0.72
26 H 1.61 -1.40 -0.69
27 H 0.45 -2.54 -1.17
28 H 0.88 -1.28 -2.16
29 H 1.84 0.75 -2.49
30 H 2.44 2.36 -1.98
31 H 0.80 2.15 -2.27

In elementary charge units, the Löwdin charges are: C -0.1901; C -0.2007; C -0.0343; C -0.0138; C -0.2555; C -0.2588; C -0.2202; C -0.3070; C -0.1221; C -0.0390; C -0.0505; C -0.0507; C -0.2249; P 1.0119; H 0.1402; H 0.0988; H 0.0297; H 0.0592; H 0.1516; H 0.0643; H 0.0057; H 0.1251; H 0.0751; H 0.0108; H 0.0505; H 0.0077; H 0.0317; H 0.1042; H 0.0507; H -0.0270; H -0.0229

=====

Question: Which value of spin multiplicity does entry 4 give?
Answer: 1

=====

Repeat the first record exactly.
Formula: C13H17CdN3O4S
Source: OMol25
Level of theory: the ωB97M-V functional and the def2-TZVPD basis

* lowest unoccupied orbital energy: 0.34 eV
* spin multiplicity: 1
* E: -1536.63001 Eh
* Kohn-Sham gap: 9.377 eV

Element x y z (Å)
1 Cd -0.58 -0.90 1.47
2 C 2.00 1.59 1.91
3 C 0.98 2.38 2.39
4 C 0.13 1.88 3.35
5 C 0.32 0.62 3.92
6 C 1.33 -0.22 3.39
7 C 2.14 0.30 2.40
8 H 2.71 1.94 1.18
9 H 0.85 3.38 1.92
10 H -0.69 2.43 3.79
11 H -0.34 0.29 4.68
12 H 1.52 -1.15 3.84
13 H 2.89 -0.37 1.97
14 S 0.04 -3.25 1.80
15 C 0.70 -3.56 0.29
16 N 1.20 -3.84 -0.73
17 O -2.40 -0.76 2.72
18 N -2.87 0.30 2.27
19 O -3.92 0.74 2.61
20 O -2.08 0.84 1.41
21 O 0.67 -0.11 -0.31
22 C 0.51 -0.83 -1.29
23 C 1.47 -0.84 -2.40
24 C 1.04 0.34 -3.37
25 C -0.50 0.40 -3.69
26 C -1.36 0.78 -2.46
27 C -1.78 -0.35 -1.58
28 N -0.69 -1.38 -1.54
29 H 1.41 -1.77 -2.97
30 H 2.55 -0.64 -2.11
31 H 1.64 0.24 -4.21
32 H 1.24 1.27 -2.91
33 H -0.84 -0.62 -3.95
34 H -0.75 1.12 -4.45
35 H -2.28 1.25 -2.75
36 H -0.84 1.54 -1.83
37 H -2.67 -0.81 -1.97
38 H -2.06 -0.13 -0.54
39 H -0.70 -2.09 -2.25

In elementary charge units, the Löwdin charges are: Cd 1.3223; C -0.0988; C -0.0829; C -0.1092; C -0.1066; C -0.1661; C -0.1377; H 0.1065; H 0.1220; H 0.1134; H 0.0970; H 0.0835; H 0.1161; S 0.4617; C -0.9250; N 0.0499; O -0.1407; N -0.5891; O 0.0971; O -0.1608; O -0.0285; C -0.5761; C -0.0788; C -0.1287; C -0.1455; C -0.1906; C -0.1633; N 0.0513; H 0.1156; H 0.1431; H 0.0799; H 0.0940; H 0.1142; H 0.1069; H 0.1080; H 0.1250; H 0.1169; H 0.0750; H 0.1289